Entry 1:
Computed, not measured: one molecule with the formula C17H27ClN2O3, with the ωB97M-V functional and the def2-TZVPD basis.

Last column: Mulliken charge in e.
Atoms and positions in Å:
C: 0.4228 -1.3619 -4.9474  -1.0581
C: -0.0695 -2.0652 -3.6881  -0.3344
O: 0.6399 -1.6616 -2.5278  -0.4653
C: 0.6153 -0.3738 -2.0918  0.4605
C: 1.7359 0.0054 -1.3608  -0.7524
C: 1.8366 1.2559 -0.7786  1.4754
Cl: 3.2655 1.6099 0.1311  -0.2360
C: 0.8212 2.1912 -0.9218  -1.1336
C: 0.8265 3.5365 -0.2320  -1.8822
N: -0.0423 3.6343 0.9295  -0.2383
C: 0.2916 2.7711 2.0487  -1.1507
C: -0.2956 1.3542 1.9741  0.7568
C: 0.3713 0.4094 2.9705  -1.0078
N: -0.1635 -0.9377 2.8571  0.0473
C: 0.0397 -1.7260 4.0608  -0.5038
C: -0.6521 -3.0791 3.8918  -0.6601
O: -0.1483 -3.7830 2.7820  -0.3940
C: -0.3019 -3.0193 1.6085  -0.8298
C: 0.3919 -1.6638 1.7262  0.3877
C: -0.2888 1.8164 -1.6731  -0.1928
C: -0.4292 0.5613 -2.2472  0.8948
O: -1.5412 0.1809 -2.9519  -0.3756
C: -2.5678 1.1190 -3.1619  -1.0209
H: 0.1969 -0.2994 -4.9037  0.2567
H: -0.0667 -1.7880 -5.8186  0.3838
H: 1.4986 -1.4857 -5.0486  0.3098
H: 0.1369 -3.1374 -3.7502  0.3949
H: -1.1450 -1.9163 -3.5613  0.2430
H: 2.5262 -0.7187 -1.2463  0.5127
H: 0.5020 4.3069 -0.9383  0.4404
H: 1.8385 3.7796 0.0976  0.4898
H: -1.0110 3.4893 0.6634  0.3048
H: -0.0701 3.2629 2.9587  0.3667
H: 1.3804 2.7156 2.1114  0.4164
H: -1.3679 1.3850 2.1783  0.2929
H: -0.1609 0.9636 0.9664  -0.5532
H: 0.1739 0.7685 3.9841  0.3857
H: 1.4642 0.4231 2.8155  0.2947
H: -0.4005 -1.1990 4.9102  0.3975
H: 1.1134 -1.8920 4.2628  0.3238
H: -0.4783 -3.7135 4.7629  0.3635
H: -1.7331 -2.9130 3.7677  0.3479
H: 0.1350 -3.6048 0.7981  0.3408
H: -1.3719 -2.8566 1.4084  0.4044
H: 0.2274 -1.0998 0.8076  -0.2756
H: 1.4788 -1.8215 1.8499  0.1987
H: -1.0785 2.5436 -1.7822  0.5671
H: -3.0272 1.4324 -2.2191  0.3566
H: -2.2079 1.9984 -3.7055  0.3741
H: -3.3114 0.6025 -3.7672  0.2751

E = -39711.021 eV
SMILES string = CCOc1cc(Cl)c(CNCCCN2CCOCC2)cc1OC
charge = 0
LUMO = 0.62 eV
molar mass = 342.867 g mol⁻¹
HOMO-LUMO gap = 0.3251 hartree
energy above the lowest of the compared OMol25 structures with the same formula, charge and spin = 4.72 kcal per mole

***

Entry 2:
Computed, not measured: C17H27CuF6N4O7S2 as an isolated structure in a non-equilibrium geometry, with the ωB97M-V functional and the def2-TZVPD basis.

Last column: Mulliken charge in e.
Atoms and positions in Å:
Cu: 0.0947 0.4610 0.1981  1.8688
C: -1.7654 2.4164 -2.3590  0.6096
F: -2.5759 3.2961 -1.7656  -0.2579
F: -2.0767 1.1931 -1.9299  -0.2457
F: -1.9633 2.4759 -3.6750  -0.2385
S: -0.0086 2.8260 -2.0030  0.6067
O: 0.7546 1.7813 -2.6311  -0.6097
O: 0.1569 4.1528 -2.4818  -0.6131
N: -0.0367 2.6066 -0.3687  -0.3067
S: 0.9020 3.7431 0.2663  0.6903
O: 2.2683 3.6832 -0.1562  -0.6332
O: 0.2836 5.0337 0.2963  -0.6392
C: 0.8834 3.3157 2.0527  0.5061
F: 1.2710 2.0568 2.3092  -0.2150
F: 1.7178 4.1480 2.6647  -0.2268
F: -0.3454 3.4798 2.5484  -0.2345
C: -3.5965 0.9290 2.4953  -0.5510
C: -4.4142 0.3927 1.3168  -0.8405
C: -3.3637 -0.3456 0.4652  -0.2342
O: -2.0897 0.0188 0.9837  0.4095
C: -2.2894 1.1911 1.8124  -0.4411
H: -3.4707 0.1771 3.2753  0.3016
H: -4.0127 1.8388 2.9290  0.3622
H: -4.7878 1.2437 0.7390  0.3347
H: -5.2859 -0.1937 1.5965  0.3655
H: -3.4159 -0.0700 -0.5868  0.0181
H: -3.4779 -1.4312 0.5173  0.2424
H: -2.3060 2.0735 1.1612  0.0848
H: -1.4303 1.2919 2.4769  0.1535
C: 3.9711 1.2874 -1.8945  -1.3673
C: 3.2280 0.1463 -1.2776  0.7171
O: 2.2152 0.3229 -0.6132  -0.3216
N: 3.6618 -1.0993 -1.5685  -0.1266
C: 3.0468 -2.2825 -1.0190  -0.6322
H: 3.4770 1.5161 -2.8409  0.2738
H: 5.0344 1.0954 -2.0562  0.5090
H: 3.9065 2.1713 -1.2650  0.1656
H: 4.4853 -1.2069 -2.1317  0.2292
H: 3.2174 -3.1273 -1.6808  0.3447
H: 1.9679 -2.1443 -0.9203  -0.0574
H: 3.4078 -2.4926 -0.0081  0.2864
C: 0.2139 -1.2670 -3.0652  -0.8681
C: -0.6872 -1.9294 -2.0595  0.5752
O: -0.7067 -1.6197 -0.8804  -0.4502
N: -1.5318 -2.8708 -2.5563  -0.1816
C: -2.4191 -3.6525 -1.7168  -0.8613
H: 0.7505 -1.9911 -3.6792  0.4653
H: 0.9104 -0.6190 -2.5466  -0.3186
H: -0.3745 -0.6173 -3.7170  0.4210
H: -1.5170 -2.9921 -3.5530  0.2266
H: -1.9775 -3.6995 -0.7257  0.2477
H: -2.4743 -4.6662 -2.1103  0.3568
H: -3.4150 -3.2141 -1.6757  0.2747
N: 0.8716 -0.7929 1.8943  0.5259
C: 0.0934 -1.6650 2.5215  -0.3086
C: 0.5536 -2.5033 3.5126  -1.0407
C: 1.8964 -2.4487 3.8548  -0.2019
C: 2.7167 -1.5477 3.1868  -1.2063
C: 2.1609 -0.7237 2.2322  -0.1667
H: -0.9625 -1.5939 2.2799  0.3138
H: -0.1146 -3.1628 4.0502  0.4609
H: 2.3145 -3.0466 4.6540  0.4030
H: 3.7218 -1.3576 3.5444  0.4573
H: 2.7379 0.0090 1.6832  0.5883

E = -120975.482 eV
charge = 0
LUMO = 0.37 eV
molar mass = 641.092 g mol⁻¹
HOMO-LUMO gap = 0.3061 hartree
energy above the lowest of the compared OMol25 structures with the same formula, charge and spin = 0.00 kcal per mole

***

Entry 3:
Computed, not measured: an isolated ion of composition C17H27N2O3 and charge +1, with the ωB97M-V functional and the def2-TZVPD basis.

Last column: Mulliken charge in e.
Atoms and positions in Å:
C: 5.3313 2.1854 -0.5871  -1.1181
C: 4.0682 1.8077 -0.7120  0.6687
C: 2.9079 2.7087 -0.4283  -1.1462
C: 3.7140 0.4276 -1.2137  -0.7235
N: 3.1232 -0.4242 -0.1469  0.5309
C: 4.0976 -0.6382 0.9447  -0.3741
C: 3.4770 -1.2139 2.2059  -1.2666
C: 2.5286 -1.6720 -0.6879  -0.6557
C: 1.1939 -2.0380 -0.0209  -0.6235
C: 0.2686 -0.8343 0.1291  0.7799
O: 0.7458 0.2690 0.4429  -0.8429
N: -1.0205 -1.0723 -0.0612  0.0337
C: -2.1225 -0.2000 0.0490  -0.2327
C: -2.0284 1.1469 0.3717  -0.2706
C: -3.1631 1.9214 0.4537  -1.0152
C: -4.4219 1.3641 0.2144  0.3059
O: -5.4681 2.2047 0.3193  -0.4532
C: -6.7754 1.7229 0.0977  -0.8281
C: -4.5238 0.0107 -0.1100  -0.0751
C: -3.3837 -0.7717 -0.1941  0.4045
O: -3.3739 -2.1030 -0.5047  -0.4844
C: -4.6035 -2.7540 -0.7488  -0.9130
H: 5.5922 3.1758 -0.2595  0.3188
H: 6.1548 1.5319 -0.8209  0.2974
H: 2.1923 2.2521 0.2527  0.2005
H: 2.3792 2.9331 -1.3544  0.3049
H: 3.2480 3.6444 0.0034  0.3989
H: 4.5997 -0.0754 -1.6106  0.5065
H: 2.9735 0.5276 -2.0110  0.4134
H: 2.2479 0.0978 0.2387  0.0868
H: 4.8944 -1.2907 0.5762  0.3740
H: 4.5326 0.3371 1.1730  0.4119
H: 2.5886 -0.6545 2.4895  0.3017
H: 3.2269 -2.2654 2.0970  0.2985
H: 4.1943 -1.1333 3.0178  0.4480
H: 3.2408 -2.4939 -0.5802  0.2560
H: 2.3481 -1.5256 -1.7550  0.4150
H: 1.3608 -2.4362 0.9819  0.1707
H: 0.7185 -2.8202 -0.6120  0.4033
H: -1.3199 -2.0118 -0.2986  0.2797
H: -1.0634 1.5839 0.5613  0.5080
H: -3.1044 2.9670 0.7038  0.4469
H: -7.0417 0.9417 0.8157  0.3328
H: -7.4302 2.5800 0.2418  0.2414
H: -6.8960 1.3451 -0.9219  0.3321
H: -5.4887 -0.4287 -0.2955  0.5764
H: -5.2540 -2.7169 0.1287  0.3610
H: -4.3479 -3.7900 -0.9636  0.2576
H: -5.1178 -2.3224 -1.6113  0.3570

E = -27183.678 eV
SMILES string = C=C(C)C[N@H+](CC)CCC(=O)Nc1ccc(OC)cc1OC
charge = +1
LUMO = -2.15 eV
molar mass = 307.414 g mol⁻¹
HOMO-LUMO gap = 0.3046 hartree
energy above the lowest of the compared OMol25 structures with the same formula, charge and spin = 22.85 kcal per mole

***

Which of these has the highest E?
C17H27N2O3

***

What is the formula in the second record?
C17H27CuF6N4O7S2

***

energy above the lowest of the compared OMol25 structures with the same formula, charge and spin of number 2 (C17H27CuF6N4O7S2)?
0.00 kcal per mole